No. 1
DFT (ωB97M-V/def2-TZVPD) results for a molecular structure, C25H21F6N4O6OsS2 at a distorted geometry.

- F_max (eV/Å) = 2.977
- E (hartree) = -3121.72344
- LUMO (spin up / spin down) (eV) = -6.25 / -6.29
- total charge = +1

Geometry as XYZ:
```
65
Properties=species:S:1:pos:R:3:forces:R:3
Os -0.2005 0.4119 -0.2764 -2.9 -0.3 0.6
S -0.7792 1.5096 -3.3795 -0.1 0.0 -0.2
S -2.6823 2.1635 -1.4609 -0.5 0.1 -1.1
F -2.7405 -0.1279 -3.8165 0.0 0.0 0.0
F -1.0165 -0.4002 -5.1042 0.0 0.0 0.0
F -1.8776 4.4298 -0.4619 -0.1 0.0 0.0
F -3.6384 4.5396 -1.7321 0.0 0.1 0.0
F -2.3555 1.2749 -5.4186 -0.1 0.1 -0.2
F -3.7930 3.7004 0.2559 0.0 0.1 0.2
O 2.8625 2.1640 1.6145 0.6 0.4 0.1
O 0.1720 2.1872 -4.1768 0.1 0.1 0.1
O -0.2929 0.4876 -2.4313 0.1 0.0 0.3
O -3.9305 1.5398 -1.7265 0.2 0.0 0.3
O -2.4783 -2.1691 1.9681 -0.1 -0.2 0.3
O -1.9235 1.5549 -0.3127 1.5 -0.5 0.8
N -1.4726 -1.1401 0.1586 2.1 1.8 0.0
N -0.0545 0.3003 1.7120 -0.3 0.4 0.1
N 1.4930 1.2785 -0.0341 0.0 -0.4 -0.8
N -1.7798 2.5012 -2.6814 0.1 -0.1 0.3
C 0.0414 0.3706 4.4088 0.0 0.0 0.2
C 3.5159 0.6147 -1.2427 -0.3 0.0 0.1
C 2.4805 1.5432 -1.0563 0.1 -0.2 0.0
C 3.2986 2.9041 -2.8309 0.1 0.1 -0.1
C -2.2118 -1.8501 -0.7783 -0.7 -1.5 -1.7
C 2.3624 2.7052 -1.8268 -0.1 -0.1 0.3
C -0.9137 -0.4417 2.3975 -0.1 0.0 -0.1
C -3.6389 -1.8730 -0.7112 1.4 0.6 0.2
C -3.6360 -3.2982 -2.6564 0.0 0.0 0.0
C -1.7519 -1.3272 1.5308 0.5 -0.2 -0.4
C 0.9775 1.0821 3.6664 0.2 0.1 0.2
C -4.3153 -2.5917 -1.6735 0.0 -0.4 -0.6
C 1.8781 1.5803 1.3059 -0.6 -0.3 0.1
C 0.9052 1.0100 2.2965 0.0 0.0 -0.1
C -1.8010 0.4923 -4.5206 -0.1 -0.3 0.1
C -3.0206 3.8478 -0.8036 0.2 0.0 0.0
C -4.4148 -1.0989 0.3171 -0.2 -0.2 -0.1
C 4.4266 0.8614 -2.2513 0.2 -0.1 -0.1
C 3.6413 -0.6144 -0.3810 0.0 0.1 0.0
C -2.2415 -3.2791 -2.7195 -0.7 -0.2 -0.3
C -0.0004 -2.6417 -1.8515 -0.2 -0.2 0.2
C 1.3407 3.7739 -1.5402 0.1 0.0 0.0
C 4.3175 1.9938 -3.0449 0.1 0.1 -0.1
C -1.5045 -2.5508 -1.8204 -0.4 0.6 1.4
C -0.9005 -0.4256 3.7746 0.0 -0.1 0.2
H -4.1955 -3.8712 -3.3861 0.0 0.0 0.0
H 0.3714 -3.1692 -0.9685 0.0 0.0 0.0
H -1.6033 -1.0394 4.3216 0.0 0.0 0.0
H 2.6790 -1.1100 -0.2251 0.0 0.0 0.0
H 5.2307 0.1538 -2.4227 -0.1 0.1 0.0
H 0.4872 -1.6751 -1.8986 0.2 0.2 -0.1
H -5.3798 -0.8113 -0.0937 0.0 0.0 0.0
H 4.0485 -0.3660 0.6013 0.0 0.0 0.0
H -5.4001 -2.5959 -1.6621 0.1 0.0 0.0
H 3.2223 3.7926 -3.4512 0.0 -0.1 0.1
H -3.9035 -0.1932 0.6294 0.1 0.1 0.0
H -1.7315 -3.8532 -3.4854 0.0 0.1 0.0
H 1.0149 4.2530 -2.4612 0.0 0.0 0.0
H 4.3115 -1.3379 -0.8418 0.0 0.0 0.0
H 0.0738 0.4064 5.4906 0.0 0.0 0.0
H 0.4610 3.3953 -1.0289 -0.1 0.0 0.1
H -4.5834 -1.7165 1.2008 -0.1 0.1 0.0
H 5.0376 2.1674 -3.8367 -0.1 0.0 0.1
H 0.3174 -3.1981 -2.7327 0.0 0.0 0.0
H 1.7790 4.5434 -0.8981 0.0 0.0 0.0
H 1.7593 1.6692 4.1285 0.0 0.0 0.0
```
Forces are in eV/Å.



No. 2
DFT (ωB97M-V/def2-TZVPD) results for C5H7N in the gas phase at a distorted geometry.

- SMILES string = Cc1cc[nH]c1
- ΔE to the lowest compared entry with this formula, charge and spin (kcal/mol) = 36.9
- F_max (eV/Å) = 2.370
- E (hartree) = -249.41448
- LUMO (eV) = 0.99

Geometry as XYZ:
```
13
Properties=species:S:1:pos:R:3:forces:R:3
N -1.6374 -0.7061 -0.1004 0.0 -0.1 0.1
C -1.6907 0.5484 0.4089 -0.2 -0.5 0.0
C -0.4243 1.0893 0.4641 -0.8 0.0 -0.8
C -0.3102 -1.0005 -0.3627 0.1 -0.2 0.1
C 0.4793 0.0509 0.0142 -0.1 -0.2 -0.2
C 1.9870 0.0164 0.0570 0.0 0.1 -0.1
H 2.3650 -0.9309 -0.3466 -0.1 0.2 0.0
H -0.0359 -1.9403 -0.8169 0.0 -0.1 0.2
H -0.6789 1.9811 -0.1146 1.5 1.4 1.1
H 2.4433 0.8327 -0.5114 -0.1 0.0 0.0
H 2.3789 0.0905 1.0824 -0.3 0.0 -0.2
H -2.6108 1.0499 0.6831 0.0 -0.2 -0.5
H -2.4280 -1.1687 -0.5122 0.0 -0.3 0.3
```
Forces are in eV/Å.



No. 3
DFT (ωB97M-V/def2-TZVPD) results for 2 unconnected molecules or ions with the total composition C14H16 at a distorted geometry.

- SMILES string = Cc1ccccc1.Cc1ccccc1
- ΔE to the lowest compared entry with this formula, charge and spin (kcal/mol) = 6.7
- F_max (eV/Å) = 1.113
- E (hartree) = -543.06211
- LUMO (eV) = 0.92

Geometry as XYZ:
```
30
Properties=species:S:1:pos:R:3:forces:R:3
C 1.3989 -0.7821 1.2777 -0.1 -0.1 0.5
C 1.7890 0.6311 -2.9725 -0.1 -0.4 0.0
C -1.7500 -0.6727 -2.6222 -0.2 0.3 -0.4
C -0.2173 -0.1927 3.4489 -0.3 0.2 0.2
C 1.8741 1.5162 -1.9007 0.4 -0.1 -0.8
C 1.1537 -0.2822 3.6268 -0.3 0.3 -0.2
C 0.6321 -0.0966 -3.1883 -0.5 -0.2 0.5
C 0.7322 1.8315 -1.1900 0.0 0.2 -0.1
C 0.0153 -0.8138 1.1607 0.3 0.7 -0.6
C -0.4488 1.1674 -1.4796 -0.5 -0.3 0.2
C -0.8088 -0.4177 2.2084 -0.1 -1.1 0.4
C -2.3150 -0.4732 2.0853 0.5 0.4 -0.3
C -0.4989 0.1268 -2.3936 0.4 0.2 -0.6
C 1.9561 -0.5015 2.5190 0.4 -0.1 0.1
H 2.6021 0.5027 -3.6731 0.3 -0.1 0.3
H -2.6524 -0.0615 -2.5465 0.1 0.1 0.2
H -1.8529 -1.4991 -1.9255 0.0 -0.2 0.1
H -0.8477 0.0921 4.2908 0.1 -0.2 -0.1
H 0.7579 2.6395 -0.4749 0.0 -0.1 0.3
H 0.5746 -0.9025 -3.9122 0.2 0.2 -0.2
H -0.3902 -0.9830 0.1707 -0.2 -0.2 0.1
H -2.6494 0.2526 1.3382 -0.2 0.0 0.2
H 1.5532 -0.1609 4.6253 0.2 0.2 -0.1
H 2.0500 -1.0076 0.4393 -0.2 0.1 0.0
H -2.7589 -0.2647 3.0559 -0.2 0.1 -0.1
H 2.8573 1.9353 -1.7115 -0.3 0.4 0.2
H -2.6479 -1.4526 1.7436 0.0 -0.1 0.1
H 3.0277 -0.4420 2.6226 0.2 -0.2 0.0
H -1.7464 -1.0675 -3.6381 0.0 -0.2 0.1
H -1.3894 1.3789 -0.9845 0.2 0.3 0.3
```
Forces are in eV/Å.



No. 4
DFT (ωB97M-V/def2-TZVPD) results for a gas-phase ion, C2H4NO2S (charge -1) at a distorted geometry.

- ΔE to the lowest compared entry with this formula, charge and spin (kcal/mol) = 9.2
- F_max (eV/Å) = 3.010
- 2S+1 = 3
- E (hartree) = -681.91940
- LUMO (spin up / spin down) (eV) = 3.99 / 2.51
- total charge = -1

Geometry as XYZ:
```
10
Properties=species:S:1:pos:R:3:forces:R:3
S 3.6706 0.0373 -0.3461 -0.9 0.4 2.5
O 4.2555 1.3027 0.1948 -0.4 -1.0 -1.0
O 3.9327 -1.1437 0.5175 0.4 0.2 -0.9
N 0.9166 -0.7283 -0.1181 0.7 -0.5 -0.8
C 1.7892 0.2246 0.0140 -0.7 0.8 -0.2
C -0.4909 -0.5995 0.0648 0.3 -1.4 2.7
H -1.1418 -0.4148 -0.7982 0.2 0.7 -0.2
H 1.6222 1.2136 0.4545 0.5 -0.1 -0.2
H -0.8426 -1.6633 0.3994 0.3 1.8 -0.2
H -0.6593 0.1279 0.9698 -0.4 -0.9 -1.6
```
Forces are in eV/Å.



No. 5
DFT (ωB97M-V/def2-TZVPD) results for C20H24F3N5O2 in the gas phase.

- SMILES string = CN(CCn1ccnc1)C(=O)C[C@@H]1C(=O)NCCN1Cc1ccccc1C(F)(F)F
- ΔE to the lowest compared entry with this formula, charge and spin (kcal/mol) = 4.4
- F_max (eV/Å) = 0.725
- E (hartree) = -1500.44318
- LUMO (eV) = 0.70

Geometry as XYZ:
```
54
Properties=species:S:1:pos:R:3:forces:R:3
F 2.8819 1.9487 0.6098 0.0 0.0 0.3
F 4.8766 2.0293 -0.1624 0.3 -0.1 0.1
F 3.2457 1.6939 -1.4968 0.0 -0.2 -0.3
O -0.8955 0.7614 2.4743 0.1 -0.1 0.3
O -1.1339 -1.9999 -1.2910 0.2 0.0 -0.3
N 0.9599 0.3245 -0.5910 -0.1 -0.2 -0.3
N -4.7141 0.0538 -0.7246 -0.2 0.3 0.1
N -6.2192 1.2321 0.3789 -0.6 0.0 0.2
N -2.6046 -1.7292 0.3702 -0.2 0.0 -0.2
N -0.7691 2.0474 0.6547 -0.2 0.5 -0.1
C 4.9874 -0.5138 0.6889 -0.1 0.1 -0.1
C 3.8796 -0.1118 -0.0503 0.1 0.0 0.0
C 5.2160 -1.8542 0.9367 0.0 -0.1 0.0
C -0.1899 -1.4818 0.8384 0.1 0.2 -0.1
C -0.4470 0.9512 1.3560 0.0 -0.1 0.1
C 3.2289 -2.3986 -0.2826 -0.1 0.1 -0.1
C -1.3399 -1.7408 -0.1113 0.0 -0.1 0.3
C -4.0608 1.1179 -0.1689 0.1 0.2 0.1
C 2.9689 -1.0561 -0.5341 0.2 0.0 0.1
C -3.6467 -2.1600 -0.5438 0.1 0.0 -0.5
C -2.9988 -1.4670 1.7387 0.1 0.0 0.5
C 0.4772 -0.0772 0.7091 0.0 -0.3 0.3
C -0.2885 2.3562 -0.6699 0.2 -0.1 -0.5
C -4.1189 -1.0221 -1.4646 0.3 -0.7 0.0
C 4.3378 -2.8005 0.4389 0.1 0.0 0.1
C -0.0025 1.0440 -1.3904 -0.1 0.4 0.1
C 3.7093 1.3673 -0.2810 -0.1 0.5 0.1
C 1.7346 -0.6750 -1.3051 -0.1 0.0 -0.2
C -6.0119 0.1748 -0.3545 -0.1 -0.1 0.0
C -5.0073 1.8325 0.5059 0.3 0.0 0.0
H 2.5454 -3.1406 -0.6690 -0.1 -0.1 0.0
H -6.7688 -0.5240 -0.6514 -0.1 -0.2 -0.1
H -4.0224 -1.0968 1.7480 0.0 0.0 0.0
H 4.5121 -3.8508 0.6172 0.0 -0.1 0.0
H 0.6343 2.9445 -0.6143 -0.1 0.0 -0.1
H -4.8531 -1.4177 -2.1713 0.1 0.1 0.0
H 1.1449 -1.5736 -1.5346 0.1 0.1 0.0
H 0.4384 1.2534 -2.3657 0.0 0.0 0.0
H -3.2417 -2.9541 -1.1786 -0.1 0.0 0.1
H -0.9362 0.4828 -1.5459 0.0 0.1 -0.1
H -4.8977 2.7360 1.0708 0.1 0.2 0.1
H -1.3042 2.7454 1.1527 0.0 -0.2 0.1
H -1.0482 2.9375 -1.1993 0.0 -0.1 0.0
H -2.9545 -2.3817 2.3388 -0.1 0.0 0.0
H 1.3509 -0.1201 1.3784 -0.2 0.0 0.0
H -2.3727 -0.7058 2.1982 -0.1 -0.1 0.0
H -3.0088 1.2630 -0.2948 0.3 0.0 0.0
H 2.0352 -0.2293 -2.2581 -0.1 -0.1 0.1
H 5.6756 0.2278 1.0643 0.0 0.0 0.0
H -3.2583 -0.6461 -2.0231 -0.1 0.0 0.0
H -0.4878 -1.5933 1.8780 0.1 0.0 0.0
H 6.0782 -2.1545 1.5111 0.1 0.0 0.1
H -4.4852 -2.5482 0.0366 0.0 0.0 0.0
H 0.5690 -2.2337 0.6143 -0.1 0.0 0.0
```
Forces are in eV/Å.



No. 6
DFT (ωB97M-V/def2-TZVPD) results for a molecular structure, C9H13N6O2PdS at a distorted geometry.

- ΔE to the lowest compared entry with this formula, charge and spin (kcal/mol) = 0.0
- F_max (eV/Å) = 1.378
- E (hartree) = -1355.62662
- LUMO (eV) = -4.02
- total charge = +1

Geometry as XYZ:
```
32
Properties=species:S:1:pos:R:3:forces:R:3
Pd 0.8362 0.2665 0.2796 -0.3 -0.2 1.3
S 2.6622 1.6364 0.2576 -0.1 -0.4 -0.7
O -0.6918 -0.2449 -1.4986 0.3 0.3 -0.1
O -1.8258 -0.0126 -3.3659 0.1 -0.1 -0.1
N -0.9082 -0.7446 1.2921 0.0 -0.2 -0.9
N 1.1679 1.5260 -2.2492 0.1 0.0 0.0
N 2.7690 0.2520 2.5534 -0.2 -0.5 0.1
N 4.6719 1.3344 1.9451 -0.1 0.0 0.1
N 1.5201 -0.1002 2.1107 0.3 0.8 -0.2
N 0.1555 1.1145 -3.1071 -0.1 0.0 0.1
C -2.9980 -1.8432 1.5921 0.0 0.0 0.0
C -0.7776 0.2678 -2.6040 0.0 0.0 -0.2
C -1.4453 -1.7317 3.3992 -0.1 0.0 0.1
C -0.5975 -1.0376 2.5607 0.2 0.2 0.1
C 0.7182 -0.5820 2.9796 -0.2 -0.3 0.2
C -2.6730 -2.1468 2.9004 0.0 0.0 0.0
C -1.9068 0.4782 -4.7139 0.0 0.0 0.1
C -2.0852 -1.1389 0.8147 0.0 0.0 0.1
C 3.4046 0.9823 1.6940 0.2 0.4 0.0
H 2.0736 1.2111 -2.5740 0.0 0.0 0.0
H -2.2925 -0.8908 -0.2138 0.0 0.0 0.0
H 1.1694 2.5344 -2.1580 0.0 0.0 0.0
H -1.0474 0.1493 -5.2980 0.0 0.0 0.0
H -3.9419 -2.1474 1.1624 0.0 0.0 0.0
H 0.0517 1.5539 -4.0049 0.0 0.0 0.0
H -1.9996 1.5647 -4.7272 0.0 0.0 0.0
H -2.8076 0.0401 -5.1266 0.0 0.0 0.0
H -1.1495 -1.9364 4.4192 0.0 0.0 0.0
H 1.0450 -0.6540 4.0105 0.1 -0.1 -0.1
H -3.3592 -2.7017 3.5260 0.0 0.0 0.0
H 5.1658 1.9577 1.3342 0.0 0.0 0.0
H 5.0956 1.0436 2.8099 0.0 0.0 0.0
```
Forces are in eV/Å.



Question: Look up the E of the fifth one.
Answer: -1500.44318 hartree



Question: Among the records above, which one has the highest F_max?
Answer: C2H4NO2S



Question: Which value of F_max does entry 4 give?
Answer: 3.010 eV/Å